A 36-piece molecular cluster, H72O36 overall in a non-equilibrium geometry, computed with the ωB97M-V functional and the def2-TZVPD basis.

Frontier orbital gap in eV: 10.40
Energy above the lowest of the compared OMol25 structures with the same formula, charge and spin in kJ/mol: 103.63
LUMO level in eV: -0.109
HOMO in eV: -10.5

Atoms and positions in Å:
O  1.743  3.171  -2.962
O  1.511  -0.617  3.795
O  -0.776  0.323  -2.648
O  -1.085  3.628  -2.232
O  -2.254  6.180  -0.755
O  -0.811  -0.297  -5.389
O  4.239  0.192  -1.710
O  -4.778  0.320  -1.487
O  -0.913  3.990  1.057
O  2.673  -2.954  -4.060
O  -0.225  1.135  5.119
O  2.537  -2.489  0.577
O  -0.085  -4.002  0.616
O  -4.357  4.052  0.738
O  0.987  -0.146  0.984
O  5.641  -2.387  0.010
O  -3.162  -3.083  0.738
O  0.109  -2.457  -3.924
O  2.033  0.000  -3.686
O  -2.113  -4.217  3.273
O  1.654  2.272  2.462
O  -1.880  1.702  -0.359
O  -5.133  1.467  1.015
O  4.997  -4.517  -1.621
O  -1.159  -2.272  -1.416
O  -1.719  -0.604  1.147
O  -3.713  2.710  -3.449
O  -1.627  -0.979  4.021
O  5.455  -0.900  -4.133
O  -3.538  0.521  3.019
O  2.868  1.376  5.249
O  3.044  2.354  -0.331
O  0.629  -3.460  3.283
O  -1.563  2.765  3.485
O  5.537  -1.047  2.799
O  -3.969  -2.466  -2.371
H  3.454  -0.083  -2.196
H  0.962  -2.602  3.541
H  2.801  -3.824  -3.594
H  -0.639  -2.920  -0.965
H  1.097  0.031  -3.362
H  -2.208  -4.841  3.965
H  5.162  -0.338  -3.390
H  -0.835  1.128  -2.144
H  -1.453  -0.847  2.056
H  -1.061  3.029  -1.478
H  -1.303  3.191  0.704
H  -2.548  -0.618  4.057
H  5.755  -0.602  3.618
H  3.499  -2.495  0.440
H  2.780  2.603  0.620
H  -2.055  5.778  -1.612
H  -4.674  -0.671  -1.698
H  0.088  -0.386  0.675
H  -1.309  -0.378  4.708
H  -4.714  0.688  -2.393
H  2.543  1.810  4.417
H  -0.818  -4.578  0.916
H  2.325  3.818  -3.507
H  -1.045  -0.396  -2.021
H  2.410  2.823  -0.916
H  -1.016  -2.480  -2.382
H  -5.270  1.300  0.056
H  5.649  -0.317  -4.877
H  1.960  -0.424  -4.539
H  -1.097  -0.046  -4.523
H  -3.936  3.605  -3.143
H  -1.628  -0.170  -5.914
H  3.471  -2.390  -3.908
H  3.972  1.050  -1.351
H  1.110  -2.611  -3.956
H  -2.626  -3.376  1.453
H  -0.081  -1.953  -4.739
H  -2.128  -1.329  0.632
H  -1.682  3.678  3.634
H  -3.055  -2.396  -1.998
H  -5.244  2.393  1.070
H  -1.300  -3.727  3.425
H  -4.205  -3.292  -2.051
H  -4.049  4.908  0.455
H  1.394  1.399  1.970
H  -2.726  2.549  -3.321
H  -2.790  0.218  2.472
H  5.866  -2.024  0.910
H  -3.599  3.470  0.420
H  0.303  -3.691  1.437
H  5.295  -3.881  -0.972
H  -2.710  6.990  -0.907
H  1.619  -0.779  0.625
H  -2.376  2.233  3.347
H  0.780  -0.061  4.225
H  -1.823  0.871  0.205
H  5.564  -4.311  -2.377
H  -0.583  1.748  4.474
H  -4.153  0.728  2.263
H  2.485  0.539  5.182
H  1.360  -0.670  2.852
H  -2.791  1.645  -0.718
H  1.413  -4.005  3.272
H  4.568  -0.981  2.767
H  0.105  1.616  5.802
H  2.173  -3.023  -0.134
H  -0.208  3.469  -2.620
H  -4.077  -3.137  1.063
H  -1.244  4.653  0.417
H  1.955  2.259  -3.270
H  0.841  2.766  2.496
H  5.504  -1.596  -0.519

Atom charges from the Löwdin analysis, given in e for atoms 1 to 5: -0.086 -0.085 -0.048 -0.051 -0.031